a:
C20H23NO4 | wB97M-V/def2-TZVPD

Computed properties:
charge = 0
molar mass = 341.41 g/mol
SMILES = COc1cc(C(=O)Nc2cccc3c2CCCC3)cc(OC)c1OC
HOMO energy = -8.221 eV
orbital gap = 9.007 eV
LUMO level = 0.79 eV

Positions of all 48 atoms, in Å:
C  -4.923  -2.350  1.024
H  -4.859  -3.003  0.149
O  -4.602  -1.018  0.701
C  -3.350  -0.747  0.230
C  -2.375  -1.712  0.044
C  -1.108  -1.347  -0.398
C  -0.832  -0.025  -0.683
C  -1.806  0.963  -0.522
C  -3.080  0.607  -0.062
O  -4.043  1.575  0.150
C  -5.237  1.451  -0.599
H  -5.817  0.576  -0.297
H  -5.807  2.356  -0.392
H  -5.024  1.390  -1.672
O  -1.365  2.207  -0.841
C  -2.209  3.336  -0.781
H  -1.567  4.179  -1.037
H  -3.023  3.272  -1.507
H  -2.625  3.478  0.218
H  0.131  0.286  -1.054
C  -0.112  -2.430  -0.629
O  -0.415  -3.495  -1.133
N  1.182  -2.167  -0.302
C  1.698  -1.135  0.501
C  1.019  -0.751  1.651
C  1.516  0.274  2.432
C  2.689  0.906  2.070
C  3.392  0.515  0.936
C  2.908  -0.525  0.146
C  3.618  -0.971  -1.105
C  5.026  -0.400  -1.235
C  5.021  1.081  -0.886
C  4.665  1.236  0.586
H  4.564  2.292  0.846
H  5.477  0.828  1.198
H  5.999  1.525  -1.083
H  4.283  1.600  -1.501
H  5.390  -0.557  -2.252
H  5.700  -0.924  -0.554
H  3.676  -2.063  -1.131
H  3.016  -0.664  -1.968
H  3.073  1.716  2.672
H  0.986  0.578  3.322
H  0.105  -1.255  1.922
H  1.837  -2.875  -0.613
H  -2.565  -2.754  0.241
H  -4.276  -2.737  1.817
H  -5.952  -2.323  1.380

***

b:
C20H23NO4 | wB97M-V/def2-TZVPD

Computed properties:
charge = 0
molar mass = 341.41 g/mol
SMILES = CC1(C)Cc2cccc(OCC(=O)NCCOc3ccccc3)c2O1
HOMO energy = -8.216 eV
orbital gap = 8.928 eV
LUMO level = 0.71 eV

Positions of all 48 atoms, in Å:
C  5.189  0.627  1.523
H  6.234  0.369  1.677
H  5.076  1.706  1.590
H  4.589  0.167  2.306
C  4.721  0.140  0.152
C  5.535  0.792  -0.964
H  6.582  0.516  -0.873
H  5.445  1.873  -0.903
H  5.163  0.468  -1.934
C  4.733  -1.405  0.059
C  3.278  -1.746  -0.050
C  2.653  -2.972  -0.130
C  1.271  -2.998  -0.238
C  0.545  -1.823  -0.259
C  1.166  -0.576  -0.180
C  2.554  -0.557  -0.081
O  3.346  0.550  -0.012
O  0.341  0.513  -0.234
C  0.838  1.772  0.176
C  -0.324  2.766  0.201
O  -0.331  3.744  0.917
N  -1.292  2.461  -0.685
H  -1.239  1.553  -1.128
C  -2.606  3.052  -0.651
C  -3.591  2.058  -0.025
O  -3.519  0.880  -0.805
C  -3.895  -0.310  -0.257
C  -4.646  -0.446  0.904
C  -4.970  -1.711  1.368
C  -4.558  -2.841  0.688
C  -3.817  -2.705  -0.476
C  -3.486  -1.451  -0.947
H  -2.910  -1.327  -1.851
H  -3.491  -3.581  -1.016
H  -4.813  -3.822  1.059
H  -5.554  -1.806  2.272
H  -4.990  0.422  1.445
H  -3.287  1.851  1.008
H  -4.609  2.467  -0.029
H  -2.553  3.964  -0.053
H  -2.921  3.289  -1.670
H  1.275  1.722  1.179
H  1.609  2.140  -0.512
H  -0.532  -1.840  -0.333
H  0.752  -3.942  -0.300
H  3.229  -3.884  -0.108
H  5.189  -1.855  0.942
H  5.286  -1.748  -0.818

***

Most stable to least stable: b, a

***

a:
C4H5NO3 | wB97M-V/def2-TZVPD

Computed properties:
charge = 0
molar mass = 115.09 g/mol
HOMO energy = -8.802 eV
orbital gap = 8.983 eV
LUMO level = 0.18 eV

Positions of all 13 atoms, in Å:
C  0.814  -1.605  -1.694
C  0.006  -0.602  -0.791
C  0.567  0.845  0.824
C  -1.041  -0.215  -0.062
H  0.042  -1.837  -2.490
H  2.089  -1.239  -2.243
H  0.933  -2.690  -0.621
H  0.808  1.929  2.133
H  -2.361  -1.558  -0.887
N  -0.630  0.732  1.001
O  1.164  0.294  -0.270
O  1.349  1.599  1.502
O  -2.411  -0.677  -0.302

***

b:
C4H5NO3 | wB97M-V/def2-TZVPD

Computed properties:
charge = 0
molar mass = 115.09 g/mol
HOMO energy = -7.995 eV
orbital gap = 6.372 eV
LUMO level = -1.62 eV

Positions of all 13 atoms, in Å:
C  2.408  -0.662  -0.130
C  0.095  0.635  0.146
C  -0.736  1.712  0.004
C  -1.843  -0.141  -0.102
H  3.389  -0.195  -0.698
H  1.640  -1.257  -0.918
H  2.387  -1.453  0.747
H  -0.319  2.794  -0.167
H  -2.673  -1.761  1.268
N  -2.098  1.259  -0.115
O  1.444  0.554  0.192
O  -3.054  -0.926  -0.088
O  -0.641  -0.560  -0.138

***

c:
C4H5NO3 | wB97M-V/def2-TZVPD

Computed properties:
charge = 0
molar mass = 115.09 g/mol
SMILES = O=C[C@@H]1C=NOCO1
HOMO energy = -9.550 eV
orbital gap = 9.209 eV
LUMO level = -0.34 eV

Positions of all 13 atoms, in Å:
C  -2.001  0.416  -0.324
C  -0.595  0.170  0.370
C  1.293  -1.201  0.042
C  0.510  1.234  0.238
H  -2.254  1.548  -0.618
H  -0.969  0.052  1.391
H  1.647  -2.179  -0.015
H  1.405  -1.097  1.082
H  0.062  2.141  0.207
N  1.572  0.985  -0.748
O  -2.539  -0.613  -0.709
O  -0.155  -1.141  -0.189
O  2.024  -0.314  -0.726

***

d:
C4H5NO3 | wB97M-V/def2-TZVPD

Computed properties:
charge = 0
molar mass = 115.09 g/mol
HOMO energy (alpha / beta) = -9.318 / -9.318 eV
orbital gap (alpha / beta) = 8.625 / 8.626 eV
LUMO level (alpha / beta) = -0.69 / -0.69 eV

Positions of all 13 atoms, in Å:
C  0.143  1.151  0.217
C  -0.865  0.272  0.278
C  1.541  0.577  0.000
C  0.603  -1.438  -0.004
N  -2.182  0.115  -0.009
O  -2.372  -0.393  -1.125
O  -3.039  0.272  0.869
O  1.544  -0.722  0.510
H  -0.081  2.138  0.009
H  1.733  0.570  -1.066
H  2.412  1.081  0.675
H  0.227  -2.223  0.617
H  0.337  -1.400  -0.972

***

Most stable to least stable: a, c, d, b